Entry from the Open Molecules 2025 dataset: a molecular structure, C7H8BrNO2S2 at a distorted geometry (wB97M-V/def2-TZVPD).

The geometry in XYZ format:
```
21
Properties=species:S:1:pos:R:3:forces:R:3
C -0.482 -2.464 -1.689 1.337 -1.536 -1.674
C 0.824 -2.182 -1.182 -0.371 1.009 0.048
C -1.446 -1.482 -1.656 -1.222 -0.361 1.706
C 1.011 -0.909 -0.531 -0.180 -2.272 -0.231
C -1.314 -0.364 -0.846 2.236 -0.298 -0.436
C -0.079 -0.040 -0.279 1.275 -2.324 -1.504
C 1.075 3.103 1.862 -1.100 -0.169 -1.450
N 0.164 1.108 0.402 -1.475 2.092 0.994
O 2.180 0.496 1.819 -0.619 2.442 -0.629
O 2.392 2.056 -0.200 1.016 -0.610 0.424
S 3.718 1.071 -0.452 0.210 0.677 -0.505
S 1.437 1.510 1.046 0.183 -1.339 1.614
Br 5.147 1.969 0.906 0.211 0.035 0.044
H -0.753 -3.418 -2.304 0.898 1.703 1.395
H 1.701 -2.887 -1.325 -1.326 0.941 0.292
H -2.468 -1.705 -1.960 0.325 0.022 -0.496
H 1.985 -0.678 -0.063 -0.743 -0.441 -0.581
H -2.063 0.336 -0.778 -1.851 1.382 0.280
H 1.874 3.850 1.810 -0.146 -0.382 -0.643
H 0.095 3.346 1.345 1.455 0.240 0.478
H 0.850 3.002 2.896 -0.111 -0.813 0.873
```
Forces are in eV/Å.

Results
**E**: -104683.5154 eV
**Largest force on an atom**: 0.0593 hartree/bohr
**Relative energy (zero: lowest compared OMol25 entry of this formula, charge and spin)**: 0.000 eV
**HOMO level**: -0.3021 hartree